C5H12Si2 | ωB97M-V/def2-TZVPD

```
19
Properties=species:S:1:pos:R:3
C -0.277 1.236 -1.897
C -1.074 0.988 -0.834
C 1.550 -0.490 -0.387
C -1.512 -1.692 0.824
C 0.091 0.730 2.470
Si 1.296 0.249 -2.144
Si -0.221 -0.247 0.500
H -0.374 2.209 -2.585
H -1.924 1.717 -0.739
H 1.840 -1.489 -0.538
H 2.259 0.048 0.230
H -2.294 -1.881 0.166
H -0.920 -2.554 0.963
H -2.110 -1.613 1.783
H -0.751 0.366 3.015
H 0.985 0.382 2.809
H 0.226 1.723 2.285
H 0.901 -0.847 -2.964
H 2.309 1.167 -2.959
```

Results
Spin multiplicity: 1
Structure (SMILES): C[Si]1(C)C=C[SiH2]C1
Orbital gap, eV: 10.084
F_max, eV Å⁻¹: 5.461
Energy, eV: -21132.87591
Energy relative to the best compared isomer or geometry (same formula, charge and spin), eV: 1.4067
LUMO level, eV: 0.8



C66H62AsN5P3S4SbY | ωB97M-V/def2-TZVPD

```
143
Properties=species:S:1:pos:R:3
Y -1.156 -0.041 -2.166
C 1.589 2.330 -2.254
P -0.043 2.633 -1.410
C -0.678 3.919 -2.552
C -1.216 5.111 -2.081
C -1.620 6.089 -2.972
C -1.477 5.894 -4.334
C -0.980 4.691 -4.809
C -0.602 3.696 -3.927
C 0.501 3.698 -0.020
C 1.790 4.207 0.095
C 2.112 5.060 1.134
C 1.149 5.446 2.051
C -0.130 4.923 1.955
C -0.447 4.035 0.943
C 1.521 1.325 -3.351
C 2.227 1.323 -4.536
C 1.877 0.137 -5.205
C 0.982 -0.528 -4.391
C 0.344 -1.859 -4.562
P -1.560 -1.726 -4.678
C -1.769 -2.840 -6.136
C -1.007 -3.981 -6.355
C -1.352 -4.871 -7.353
C -2.468 -4.638 -8.140
C -3.239 -3.508 -7.924
C -2.891 -2.619 -6.926
C -2.394 -2.878 -3.593
C -3.227 -2.334 -2.506
C -4.397 -3.169 -1.992
C -4.077 -4.685 -1.898
C -2.670 -5.135 -2.343
C -1.752 -4.029 -2.929
N 0.761 0.192 -3.247
H 2.271 1.976 -1.467
H 1.965 3.278 -2.654
H -1.318 5.279 -1.019
H -2.045 7.011 -2.597
H -1.762 6.678 -5.022
H -0.882 4.529 -5.873
H -0.236 2.752 -4.314
H 2.555 3.956 -0.622
H 3.124 5.435 1.212
H 1.400 6.150 2.833
H -0.901 5.203 2.657
H -1.448 3.624 0.892
H 2.899 2.093 -4.870
H 2.234 -0.186 -6.165
H 0.609 -2.480 -3.699
H 0.723 -2.309 -5.481
H -0.139 -4.197 -5.746
H -0.750 -5.756 -7.509
H -2.735 -5.337 -8.919
H -4.118 -3.326 -8.528
H -3.496 -1.742 -6.737
H -3.544 -1.285 -2.613
H -5.414 -2.909 -2.260
H -4.867 -5.334 -2.277
H -2.695 -6.081 -2.885
H -0.918 -4.476 -3.469
S -3.859 3.137 0.599
Sb -3.742 1.159 -0.512
S -3.118 1.380 -2.865
S -1.818 -0.151 0.270
S -5.590 -0.168 -0.319
N 1.796 -4.619 -2.696
C 2.339 -3.825 -1.704
C 3.182 -4.287 -0.769
C 3.855 -3.333 0.152
C 3.811 -1.856 -0.289
C 2.601 -1.603 -1.136
N 1.951 -2.479 -1.778
H 1.802 -5.607 -2.507
H 0.932 -4.270 -3.077
H 3.387 -5.343 -0.678
H 4.874 -3.667 0.364
H 4.691 -1.435 -0.787
H 2.261 -0.574 -1.224
N -2.414 -5.380 1.399
C -2.730 -5.123 0.108
C -3.984 -4.551 -0.357
C -3.818 -3.013 -0.591
N -2.522 -2.600 -1.180
C -1.490 -3.593 -1.441
C -1.839 -5.076 -1.034
H -3.021 -4.992 2.104
H -1.440 -5.427 1.660
H -4.889 -4.758 0.209
H -4.192 -2.327 0.169
H -0.506 -3.239 -1.104
H -0.942 -5.690 -1.000
C 1.198 1.631 3.505
C 1.570 0.748 4.678
As 2.199 1.731 6.288
C 0.707 3.004 6.208
C 0.737 4.230 5.559
C -0.425 4.962 5.387
C -1.638 4.461 5.828
C -1.678 3.243 6.485
C -0.510 2.532 6.690
C 3.657 2.752 5.477
C 3.997 4.009 5.969
C 5.062 4.716 5.443
C 5.828 4.165 4.428
C 5.529 2.896 3.959
C 4.458 2.197 4.485
P 0.261 0.809 2.096
C -0.976 0.014 3.197
C -2.110 0.768 3.486
C -3.080 0.284 4.342
C -2.927 -0.961 4.931
C -1.808 -1.722 4.642
C -0.834 -1.239 3.785
C 1.397 -0.578 1.711
C 2.716 -0.369 1.597
C 3.635 -1.473 1.210
C 3.128 -2.908 1.459
C 1.639 -2.977 1.322
C 0.863 -1.898 1.383
H 2.069 2.143 3.087
H 0.501 2.414 3.825
H 2.322 0.006 4.394
H 0.693 0.191 5.019
H 1.670 4.607 5.158
H -0.387 5.917 4.881
H -2.550 5.010 5.646
H -2.622 2.841 6.825
H -0.538 1.579 7.212
H 3.412 4.433 6.780
H 5.299 5.700 5.824
H 6.661 4.716 4.014
H 6.132 2.451 3.179
H 4.244 1.199 4.119
H -2.248 1.736 3.024
H -3.964 0.873 4.538
H -3.677 -1.343 5.612
H -1.676 -2.696 5.096
H 0.035 -1.851 3.580
H 3.157 0.600 1.788
H 4.623 -1.323 1.656
H 3.462 -3.404 2.377
H 1.216 -3.957 1.141
H -0.208 -1.967 1.235
```

Results
Spin multiplicity: 1
Orbital gap, eV: 5.127
Total charge: -1
F_max, eV Å⁻¹: 1.819
Energy, eV: -216524.99189
Energy relative to the best compared isomer or geometry (same formula, charge and spin), eV: 9.0979
LUMO level, eV: 0.9



C6H15N2Si | ωB97M-V/def2-TZVPD

```
24
Properties=species:S:1:pos:R:3
C 0.617 -2.128 -0.693
C 1.174 -0.821 1.046
C 1.464 -2.290 1.412
C -2.452 2.406 0.311
C -1.539 1.324 -0.253
C -0.150 1.860 -0.671
N 0.694 -0.878 -0.335
N 0.980 -2.986 0.229
Si 0.872 0.516 -1.492
H 0.279 -2.429 -1.670
H 0.395 -0.384 1.674
H 2.059 -0.189 1.110
H 2.531 -2.489 1.552
H 0.929 -2.620 2.304
H -2.005 2.884 1.181
H -3.398 1.965 0.614
H -2.655 3.169 -0.436
H -1.424 0.540 0.499
H -2.026 0.871 -1.120
H 0.348 2.281 0.207
H 0.980 -3.990 0.140
H 0.313 -0.050 -2.715
H 2.313 0.740 -1.536
H -0.301 2.696 -1.356
```

Results
<S²>: 2.007
Spin multiplicity: 3
Orbital gap (spin up / spin down), eV: 6.979 / 7.025
Total charge: +1
F_max, eV Å⁻¹: 7.650
Energy, eV: -17313.20721
LUMO level (spin up / spin down), eV: -2.7 / -7.5



C3H9NO3 | ωB97M-V/def2-TZVPD

```
16
Properties=species:S:1:pos:R:3
O 0.228 -0.657 -2.584
C -0.122 -0.898 -1.445
C -0.582 0.412 -0.688
C 0.801 1.228 -0.601
O 0.579 2.334 0.418
N -1.243 0.016 0.537
H -0.311 -1.853 -0.882
H -1.235 1.039 -1.294
H 1.511 0.581 -0.163
H 1.145 1.708 -1.541
H 0.836 1.922 1.276
H -1.807 0.611 1.010
H -1.622 -0.890 0.345
H 1.063 -1.655 3.136
H -0.412 -1.750 3.523
O 0.311 -2.213 3.070
```

Results
Spin multiplicity: 1
Structure (SMILES): N[C@H](C=O)CO.O
Orbital gap, eV: 9.892
F_max, eV Å⁻¹: 4.419
Energy, eV: -10887.64516
Energy relative to the best compared isomer or geometry (same formula, charge and spin), eV: 2.9363
LUMO level, eV: 0.5



C3H5N3 | ωB97M-V/def2-TZVPD

```
11
Properties=species:S:1:pos:R:3
N 1.613 0.525 -0.840
C 0.431 0.103 -0.210
C -0.898 0.199 -0.609
N -1.627 -0.319 0.419
N -0.898 -0.807 1.405
C 0.356 -0.583 1.023
H 2.319 0.798 -0.164
H 1.473 1.297 -1.478
H -1.380 -0.009 -1.546
H -2.630 -0.255 0.483
H 1.174 -0.987 1.602
```

Results
Spin multiplicity: 1
Structure (SMILES): Nc1cn[nH]c1
Orbital gap, eV: 9.272
F_max, eV Å⁻¹: 1.434
Energy, eV: -7661.24006
Energy relative to the best compared isomer or geometry (same formula, charge and spin), eV: 1.2155
LUMO level, eV: 1.1



C29H22Cl2CrNO3PS | ωB97M-V/def2-TZVPD

```
60
Properties=species:S:1:pos:R:3
Cr 0.776 -1.931 0.073
C 0.867 -2.997 3.008
C -0.272 -2.183 3.176
C -1.136 -2.411 2.106
C -0.535 -3.366 1.235
C 0.713 -3.739 1.833
H 1.733 -3.006 3.657
H -0.418 -1.459 3.969
H -2.114 -1.969 1.961
H -1.094 -3.997 0.558
H 1.342 -4.557 1.507
O 4.446 -0.269 0.093
S 3.065 -0.692 -0.023
O 2.431 -1.024 1.265
O 2.840 -1.814 -0.949
C 2.182 0.664 -0.795
C 2.773 1.102 -1.971
C 2.181 2.097 -2.727
C 0.981 2.647 -2.288
C 0.397 2.217 -1.117
C 0.967 1.203 -0.336
P 0.284 0.714 1.294
C 0.672 2.330 2.118
C 1.916 2.386 2.756
C 2.402 3.566 3.290
C 1.649 4.733 3.210
C 0.412 4.692 2.578
C -0.069 3.514 2.032
C -1.521 0.899 1.058
C -2.309 1.234 2.161
C -3.691 1.249 2.065
C -4.310 0.909 0.868
C -3.534 0.532 -0.219
C -2.151 0.517 -0.126
H 3.698 0.632 -2.277
H 2.636 2.430 -3.650
H 0.499 3.418 -2.879
H -0.547 2.646 -0.803
H 2.496 1.470 2.818
H 3.371 3.587 3.775
H 2.023 5.659 3.627
H -0.183 5.597 2.511
H -1.039 3.504 1.552
H -1.823 1.472 3.101
H -4.291 1.520 2.928
H -5.392 0.918 0.797
H -4.010 0.240 -1.148
H -1.546 0.165 -0.954
Cl -1.437 0.016 -3.383
C -1.015 -1.653 -3.679
C -1.306 -2.184 -4.913
C -0.975 -3.499 -5.227
C -0.307 -4.261 -4.262
C -0.013 -3.736 -3.032
Cl 0.862 -4.707 -1.883
C -0.380 -2.376 -2.599
N -0.173 -1.900 -1.408
H -1.797 -1.556 -5.650
H -1.227 -3.916 -6.195
H 0.003 -5.277 -4.486
```

Results
<S²>: 6.051
Spin multiplicity: 5
Orbital gap (spin up / spin down), eV: 4.179 / 5.077
Total charge: -2
F_max, eV Å⁻¹: 2.979
Energy, eV: -111652.85323
Energy relative to the best compared isomer or geometry (same formula, charge and spin), eV: 0.6814
LUMO level (spin up / spin down), eV: 4.4 / 4.4



C6H12N2 | ωB97M-V/def2-TZVPD

```
20
Properties=species:S:1:pos:R:3
C -0.978 -1.084 -0.678
C 1.891 -0.436 2.277
C -2.464 -0.874 -0.923
C 0.730 0.413 0.265
C 0.852 -0.562 1.211
N 1.489 1.615 0.064
C -0.362 1.025 -1.739
N -0.211 0.217 -0.730
H 2.282 1.628 0.695
H 0.935 2.448 0.226
H -0.552 -1.759 -1.415
H -0.791 -1.472 0.328
H 2.661 -1.189 2.073
H 1.442 -0.698 3.244
H 2.396 0.543 2.381
H -1.028 0.766 -2.541
H 0.232 1.916 -1.821
H -2.858 -0.136 -0.225
H -2.682 -0.546 -1.938
H -2.985 -1.814 -0.754
```

Results
Spin multiplicity: 1
Orbital gap, eV: 6.882
F_max, eV Å⁻¹: 1.936
Energy, eV: -9392.92730
Energy relative to the best compared isomer or geometry (same formula, charge and spin), eV: 3.9225
LUMO level, eV: 0.1



C5Ca2Cl2O23Pb2Sr2 | ωB97M-V/def2-TZVPD

```
36
Properties=species:S:1:pos:R:3
Ca 0.354 1.095 -0.648
Ca 1.629 1.745 2.545
Pb 3.825 1.701 -0.993
Pb -2.759 1.498 -3.017
Sr 3.487 -1.507 0.318
Sr -1.385 -2.234 -0.167
C -0.948 0.447 -5.898
O 0.041 0.232 -6.462
O -1.770 0.237 -5.163
O 2.245 1.106 -2.653
C 4.255 0.757 2.640
O 3.013 -0.020 2.434
O 5.370 0.578 2.361
O 3.686 2.113 2.928
C 1.136 -2.541 -1.035
O 0.152 -3.119 -1.652
O 2.260 -3.033 -0.779
O 0.885 -1.316 -0.468
C -5.560 -1.709 -0.357
O -2.073 0.204 -0.989
O -5.590 -2.915 0.447
O -5.562 -0.820 -0.957
C -0.749 0.645 5.777
O -0.247 1.958 1.359
O -1.619 0.622 6.693
O 0.163 1.262 5.339
Cl -0.079 -3.133 2.731
O 0.440 -2.719 1.400
O 0.537 -4.400 3.203
O 0.161 -2.018 3.576
O -1.520 -3.207 2.544
Cl -0.716 3.784 -3.014
O -2.089 3.864 -3.675
O -0.583 4.727 -1.926
O -0.632 2.331 -2.381
O 0.242 3.785 -4.058
```

Results
Spin multiplicity: 1
Orbital gap, eV: 4.387
F_max, eV Å⁻¹: 19.198
Energy, eV: -126352.50749
LUMO level, eV: -3.3



C2H3AgFO2 | ωB97M-V/def2-TZVPD

```
9
Properties=species:S:1:pos:R:3
F 1.111 2.377 -0.536
H 0.329 2.710 0.031
O -1.301 1.211 -0.395
C -0.457 0.457 -0.557
C 0.370 -0.706 -0.043
O -0.413 -1.766 0.046
H 0.833 -0.296 0.884
H 1.194 -0.763 -0.791
Ag -1.665 -3.224 1.361
```

Results
Spin multiplicity: 1
Orbital gap, eV: 8.380
Total charge: +1
F_max, eV Å⁻¹: 4.409
Energy, eV: -12923.73870
Energy relative to the best compared isomer or geometry (same formula, charge and spin), eV: 1.2962
LUMO level, eV: -5.7



C16H22Br2N2OPS | ωB97M-V/def2-TZVPD

```
45
Properties=species:S:1:pos:R:3
C 1.289 -2.501 1.045
C 2.056 -1.637 -0.018
S 3.548 -0.765 0.617
C 3.171 1.058 0.750
C 1.654 1.290 1.034
C 0.712 1.962 0.075
C 1.308 2.492 -1.259
Br 2.335 4.167 -0.957
C 0.284 2.628 -2.443
C -0.751 3.828 -2.291
C -0.687 2.057 0.483
C -1.133 1.556 1.787
N -0.235 0.987 2.644
C 1.112 0.827 2.310
P 2.203 0.005 3.655
O 2.645 1.308 4.655
Br 0.825 -1.373 4.833
H 1.867 -3.400 1.385
H 0.961 -1.927 1.949
H 0.348 -2.900 0.543
H 2.364 -2.329 -0.854
H 1.324 -0.920 -0.484
H 3.725 1.399 1.673
H 3.507 1.605 -0.166
H 2.077 1.734 -1.584
H 0.900 2.876 -3.357
H -0.243 1.666 -2.691
H -1.779 3.429 -2.046
H -0.853 4.340 -3.285
H -0.439 4.586 -1.531
H -1.445 2.513 -0.188
H -2.204 1.687 2.052
H -0.576 0.676 3.557
H 2.805 2.078 4.076
N -1.562 -2.455 -1.203
C -2.512 -2.487 -0.260
C -3.742 -3.102 -0.424
C -4.010 -3.719 -1.636
C -3.045 -3.698 -2.629
C -1.845 -3.058 -2.364
H -2.257 -1.989 0.671
H -4.471 -3.099 0.376
H -4.961 -4.210 -1.804
H -3.218 -4.167 -3.588
H -1.057 -3.018 -3.109
```

Results
Spin multiplicity: 1
Orbital gap, eV: 6.695
Total charge: +1
F_max, eV Å⁻¹: 2.683
Energy, eV: -182178.56250
LUMO level, eV: -4.7



C4H6O2 | ωB97M-V/def2-TZVPD

```
12
Properties=species:S:1:pos:R:3
O -2.039 -0.748 0.203
C -0.951 0.127 0.031
C 0.138 0.127 1.156
C 1.082 0.008 -0.019
O 2.397 0.280 -0.142
C 0.145 -0.255 -0.932
H -2.396 -0.866 -0.687
H -1.310 1.156 -0.131
H 0.031 -0.788 1.745
H 0.217 0.990 1.829
H 2.490 0.519 -1.080
H 0.197 -0.549 -1.973
```

Results
Spin multiplicity: 1
Orbital gap, eV: 9.714
F_max, eV Å⁻¹: 0.625
Energy, eV: -8338.27693
Energy relative to the best compared isomer or geometry (same formula, charge and spin), eV: 2.1842
LUMO level, eV: 0.8



C32H37AsN5O4S5SeTc | ωB97M-V/def2-TZVPD

```
86
Properties=species:S:1:pos:R:3
Tc -1.448 0.114 0.254
C -4.286 2.326 -2.177
C -5.038 1.689 -1.026
S -4.124 0.348 -0.125
C -4.426 0.905 1.591
C -3.699 2.174 1.992
S -1.899 2.198 1.552
C -1.777 3.789 0.628
C -2.723 4.025 -0.529
S -2.547 2.723 -1.804
H -4.792 3.241 -2.489
H -4.230 1.660 -3.037
H -5.947 1.219 -1.404
H -5.322 2.427 -0.280
H -4.105 0.073 2.217
H -5.502 1.030 1.725
H -3.746 2.282 3.077
H -4.146 3.060 1.545
H -0.748 3.798 0.273
H -1.889 4.574 1.376
H -2.452 4.978 -0.990
H -3.764 4.088 -0.223
Se -2.907 -2.652 1.254
N -2.098 -1.111 1.783
C -1.726 -1.256 3.072
C -1.089 -0.311 3.894
C -0.726 -0.677 5.168
C -0.977 -1.965 5.673
C -1.646 -2.897 4.924
C -2.032 -2.556 3.616
N -2.678 -3.366 2.783
H -0.884 0.681 3.519
H -0.242 0.038 5.813
H -0.637 -2.212 6.666
H -1.898 -3.877 5.296
S 4.359 -0.045 3.473
C 2.893 -0.020 2.477
C 2.493 1.114 1.775
C 1.267 1.112 1.147
N 0.450 0.053 1.132
C 0.877 -1.062 1.730
C 2.054 -1.132 2.443
C 5.634 0.138 2.207
C 6.321 1.315 1.963
C 7.341 1.280 1.012
N 7.628 0.169 0.383
C 7.011 -0.958 0.613
C 5.976 -1.028 1.542
H 3.107 1.998 1.748
H 0.931 1.994 0.619
H 0.263 -1.940 1.611
H 2.330 -2.049 2.940
H 6.110 2.227 2.495
H 7.929 2.153 0.764
H 7.337 -1.834 0.069
H 5.479 -1.961 1.749
O 3.172 -1.101 -0.375
S 2.372 -1.386 -1.540
O 2.357 -2.727 -2.031
N 0.818 -0.924 -1.191
C 0.525 0.205 -1.781
O -0.472 0.897 -1.424
C 1.461 0.615 -2.851
C 1.307 1.588 -3.830
C 2.313 1.727 -4.778
C 3.464 0.951 -4.722
C 3.624 -0.015 -3.732
C 2.602 -0.178 -2.832
H 0.423 2.208 -3.860
H 2.191 2.440 -5.577
H 4.237 1.083 -5.462
H 4.506 -0.632 -3.678
C -1.240 -1.248 -3.898
As -1.643 -2.364 -2.353
C -3.497 -2.893 -2.663
C -0.488 -3.916 -2.314
O -1.783 -1.641 -0.828
H -1.527 -1.843 -4.769
H -0.176 -1.030 -3.961
H -1.822 -0.325 -3.885
H -3.607 -3.229 -3.694
H -4.140 -2.025 -2.495
H -3.800 -3.697 -1.989
H -0.542 -4.376 -3.303
H -0.822 -4.635 -1.564
H 0.546 -3.612 -2.120
```

Results
<S²>: 0.985
Spin multiplicity: 2
Orbital gap (spin up / spin down), eV: 2.380 / 3.931
Total charge: +3
F_max, eV Å⁻¹: 2.069
Energy, eV: -231957.45358
LUMO level (spin up / spin down), eV: -12.4 / -10.9